{"formula": "C4H13N3O", "method": "the ωB97M-V functional and the def2-TZVPD basis", "symbols": ["H", "N", "C", "N", "N", "C", "C", "C", "H", "H", "H", "H", "H", "H", "H", "H", "H", "H", "O", "H", "H"], "xyz": [[-0.042, 2.539, -2.572], [-0.181, 1.577, -2.403], [0.177, 1.190, -1.240], [0.537, 2.059, -0.219], [0.075, -0.136, -0.911], [0.146, -0.676, 0.433], [-1.179, -0.711, 1.192], [-2.036, -1.908, 0.810], [0.898, 1.750, 0.660], [0.656, 3.021, -0.472], [-0.497, -0.668, -1.546], [0.500, -1.702, 0.307], [0.948, -0.232, 1.017], [-1.698, 0.237, 1.054], [-0.960, -0.824, 2.258], [-3.069, -1.820, 1.149], [-2.032, -2.043, -0.275], [-1.713, -2.857, 1.241], [3.401, 0.166, 0.051], [2.614, 0.614, 0.340], [3.456, 0.423, -0.875]], "atomic_forces_ev_per_a": [[0.15, 1.24, -0.04], [0.06, -1.51, -0.20], [-0.96, 0.63, 0.17], [0.15, -0.29, -0.23], [0.29, -0.06, 0.52], [0.01, -0.68, -0.26], [0.29, -0.29, 0.66], [-0.41, -0.21, -0.40], [-0.05, 0.04, 0.13], [0.13, 0.01, 0.10], [0.16, 0.14, -0.28], [-0.01, -0.10, 0.11], [-0.09, 0.35, -0.01], [-0.12, 0.00, -0.03], [0.03, 0.30, 0.03], [-0.04, 0.28, -0.16], [-0.25, -0.02, -0.02], [0.46, 0.17, 0.03], [0.46, -0.16, -0.17], [-0.37, 0.25, 0.18], [0.10, -0.10, -0.13]], "mulliken_charge": [0.1892, -0.7705, 0.4130, -0.3230, -0.0574, -0.8945, -0.2197, -1.1874, 0.1761, 0.1850, 0.2704, 0.3543, 0.3231, 0.2847, 0.2761, 0.3510, 0.3028, 0.3157, -0.6386, 0.3234, 0.3263], "e_above_lowest_kcal_mol": 22.8, "smiles": "[H]/N=C(\\N)NCCC.O", "e_tot_ha": -399.710915, "lumo_energy_ev": 0.682, "total_charge": 0, "homo_lumo_gap_ha": 0.34389, "e_homo_ev": -8.68}